[1]
DFT (wB97M-V/def2-TZVPD) results for the molecule C3H4OS in a non-equilibrium geometry.

```
9
C3H4OS (wB97M-V/def2-TZVPD)
C -0.372 0.073 1.170
C 0.159 -0.146 -0.034
C 0.710 -1.687 -1.852
O 0.358 -1.393 -0.425
S 1.386 -3.084 -2.205
H -0.775 1.122 1.524
H -0.720 -0.749 1.653
H 0.434 0.721 -0.710
H 0.592 -0.759 -2.516
```

Properties
Frontier orbital gap ... 8.67 eV
Energy ... -590.04897 hartree
SMILES string ... C=COC=S
2S+1 ... 1
Max |F| ... 4.66 eV/A

---

[2]
DFT (wB97M-V/def2-TZVPD) results for the ion C3H7IN with charge +1 in a non-equilibrium geometry.

```
12
C3H7IN (wB97M-V/def2-TZVPD)
C 1.034 0.195 0.678
C 0.943 -0.186 -0.652
C -1.405 -0.485 0.315
N -0.240 0.370 -0.102
I 1.764 1.288 -2.726
H 0.817 -0.423 1.606
H 1.569 1.162 0.751
H 1.049 -1.149 -1.003
H -1.196 -1.481 -0.007
H -1.285 -0.505 1.449
H -2.462 -0.107 -0.066
H -0.588 1.322 -0.243
```

Properties
Frontier orbital gap ... 7.67 eV
Energy ... -470.56797 hartree
SMILES string ... C[N@H+]1C[C@@H]1I
2S+1 ... 1
Max |F| ... 5.09 eV/A
Charge ... +1

---

[3]
DFT (wB97M-V/def2-TZVPD) results for the ion C5H15N2 with charge +1 in a non-equilibrium geometry.

```
22
C5H15N2 (wB97M-V/def2-TZVPD)
N 1.357 1.542 -1.175
C -0.137 1.770 -1.284
C -0.714 0.349 -1.307
N 0.001 -0.554 -0.422
C 0.201 -0.024 1.996
C -0.569 -0.870 0.966
C -0.416 -2.340 1.196
H 1.840 1.586 -2.069
H 1.438 0.558 -0.816
H 1.785 2.196 -0.522
H -0.502 2.276 -0.394
H -0.385 2.385 -2.134
H -1.778 0.340 -1.062
H -0.545 -0.019 -2.331
H 0.139 -1.467 -0.831
H -0.514 0.235 2.769
H 1.006 -0.630 2.431
H 0.751 0.825 1.592
H -1.615 -0.618 0.766
H 0.621 -2.698 1.292
H -0.930 -2.983 0.483
H -0.809 -2.601 2.184
```

Properties
Frontier orbital gap ... 10.42 eV
Energy ... -308.76074 hartree
SMILES string ... CC(C)NCC[NH3+]
2S+1 ... 1
Max |F| ... 2.85 eV/A
Charge ... +1

---

[4]
DFT (wB97M-V/def2-TZVPD) results for the molecule C8H7N3S2 in a non-equilibrium geometry.

```
20
C8H7N3S2 (wB97M-V/def2-TZVPD)
C -2.282 0.865 0.176
C -2.465 -1.499 -0.082
C -1.035 0.288 0.132
C -1.203 -1.142 0.127
C 2.489 0.837 0.026
C 1.128 -2.159 -0.220
C 1.255 1.249 -0.830
C 0.163 1.187 0.254
N 2.132 0.838 1.386
N -0.168 -2.145 0.003
N 0.875 0.896 1.556
S 2.393 -1.300 -0.414
S -3.613 -0.213 -0.001
H -2.269 1.835 0.458
H -2.823 -2.567 -0.056
H 3.432 1.088 -0.182
H 1.543 2.260 -1.190
H 1.205 0.600 -1.647
H -0.242 2.152 0.332
H -0.517 -3.069 0.172
```

Properties
Frontier orbital gap (alpha / beta) ... 7.61 / 7.61 eV
Energy ... -1269.51644 hartree
2S+1 ... 1
Max |F| ... 5.87 eV/A

---

[5]
DFT (wB97M-V/def2-TZVPD) results for a structure of composition C4H13O4 in a non-equilibrium geometry.

```
21
C4H13O4 (wB97M-V/def2-TZVPD)
C 1.265 0.842 0.011
C -0.206 0.511 0.120
C -0.795 0.166 -1.215
O -2.266 0.189 -1.214
C 2.139 -0.387 -0.432
O 1.538 -1.592 -0.161
H 1.450 1.634 -0.733
H 1.612 1.238 0.969
H -0.806 1.283 0.588
H -0.340 -0.303 0.832
H -0.364 -0.751 -1.611
H -0.651 0.994 -1.910
H -2.608 -0.711 -1.182
H 2.390 -0.293 -1.502
H 3.077 -0.292 0.145
H -3.182 0.939 0.192
H -3.597 2.356 0.556
O -3.472 1.489 0.951
H 1.790 -3.123 2.426
H 1.560 -1.932 1.013
O 1.466 -2.260 2.157
```

Properties
Frontier orbital gap ... 7.27 eV
Energy ... -461.16436 hartree
2S+1 ... 1
Max |F| ... 1.35 eV/A
Charge ... -1

---

[6]
DFT (wB97M-V/def2-TZVPD) results for a cluster of 6 separate species, C18H50N2O11 in total in a non-equilibrium geometry.

```
81
C18H50N2O11 (wB97M-V/def2-TZVPD)
C 1.148 3.573 8.857
O 1.167 3.643 7.377
C 2.015 2.679 6.743
C 2.112 2.827 5.255
N 0.921 2.451 4.654
C 0.648 3.410 3.560
C -0.176 2.671 2.432
O 0.424 1.533 1.830
C -0.017 0.231 2.371
H 1.698 2.759 9.330
H 0.149 3.443 9.273
H 1.755 4.429 9.152
H 1.641 1.698 7.035
H 3.033 2.875 7.080
H 2.922 2.200 4.884
H 2.451 3.862 5.205
H 0.779 1.465 4.488
H 1.542 3.795 3.069
H 0.021 4.213 3.948
H -0.344 3.479 1.720
H -1.161 2.425 2.828
H 0.914 -0.261 2.651
H -0.661 -0.221 1.616
H -0.614 0.318 3.278
C -2.766 0.062 -1.911
O -1.811 -0.839 -2.453
C -2.243 -1.656 -3.476
C -3.602 -2.416 -3.071
N -4.230 -3.237 -4.112
C -4.932 -2.541 -5.112
C -5.580 -1.233 -4.681
O -6.488 -0.738 -5.672
C -7.789 -1.344 -5.639
H -3.589 0.372 -2.555
H -2.201 0.968 -1.691
H -3.194 -0.369 -1.006
H -1.494 -2.422 -3.676
H -2.374 -1.116 -4.414
H -4.321 -1.860 -2.470
H -3.226 -3.147 -2.356
H -3.568 -3.880 -4.523
H -5.635 -3.278 -5.501
H -4.302 -2.345 -5.980
H -4.917 -0.399 -4.453
H -6.151 -1.463 -3.781
H -7.653 -2.424 -5.575
H -8.356 -0.928 -6.471
H -8.358 -0.814 -4.875
O 0.841 -2.140 -0.861
H -0.016 -1.714 -0.838
H 1.467 -1.424 -0.750
C 2.148 -4.245 -3.501
C 2.206 -4.740 -1.990
O 2.988 -3.981 -1.052
O 3.014 -4.893 -4.494
H 2.502 -3.227 -3.663
H 1.216 -4.409 -4.042
H 2.557 -5.770 -2.050
H 1.175 -4.721 -1.637
H 2.435 -3.222 -0.854
H 2.642 -4.707 -5.360
C 5.393 -0.145 2.279
C 3.894 -0.220 1.846
O 3.800 -0.590 0.546
O 5.986 0.823 1.417
H 5.922 -1.077 2.084
H 5.418 0.157 3.326
H 3.497 0.795 1.866
H 3.228 -0.924 2.345
H 3.225 0.008 0.064
H 5.790 0.477 0.543
C 1.914 3.255 -0.547
C 1.164 2.113 -1.220
O 1.114 0.895 -0.531
O 1.516 4.536 -1.021
H 2.956 3.168 -0.856
H 2.039 3.215 0.535
H 1.535 1.702 -2.159
H 0.191 2.558 -1.430
H 0.357 0.952 0.058
H 2.303 5.043 -1.235
```

Properties
Frontier orbital gap (alpha / beta) ... 6.94 / 1.96 eV
Energy ... -1652.35482 hartree
2S+1 ... 2
Max |F| ... 3.96 eV/A
Charge ... +1

---

[7]
DFT (wB97M-V/def2-TZVPD) results for a cluster of 2 separate species, C5H14 in total in a non-equilibrium geometry.

```
19
C5H14 (wB97M-V/def2-TZVPD)
C 0.565 -0.221 -0.896
C 2.023 0.055 -1.020
C -0.111 -1.013 -2.142
H 0.533 -0.964 -0.123
H 0.095 0.636 -0.771
H 2.040 1.079 -1.467
H 2.608 -0.526 -1.544
H -1.146 -1.090 -2.037
H 0.123 -0.483 -2.968
H 2.548 -0.037 -0.010
H 0.373 -2.032 -2.156
C -1.169 -0.064 2.344
C -1.252 1.281 1.622
H -2.070 -0.706 2.013
H -0.409 -0.742 1.933
H -0.947 0.093 3.327
H -2.354 1.317 1.488
H -0.987 1.189 0.660
H -0.748 2.045 2.209
```

Properties
Frontier orbital gap ... 11.96 eV
Energy ... -198.80561 hartree
SMILES string ... CCC.CC
2S+1 ... 1
Max |F| ... 6.72 eV/A

---

[8]
DFT (wB97M-V/def2-TZVPD) results for the ion C3H7N2O with charge +1 in a non-equilibrium geometry.

```
13
C3H7N2O (wB97M-V/def2-TZVPD)
C -1.204 0.807 0.170
C -0.099 -1.160 -0.089
C 0.935 -0.034 -0.459
N -1.272 -0.519 0.410
N 0.043 1.141 -0.269
O 1.983 0.008 0.558
H -2.062 1.469 0.515
H -0.274 -1.713 -1.093
H 0.209 -1.964 0.683
H 1.210 0.089 -1.479
H -2.109 -1.064 0.688
H 0.253 2.056 -0.346
H 2.387 0.883 0.712
```

Properties
Frontier orbital gap ... 10.94 eV
Energy ... -302.98723 hartree
SMILES string ... O[C@H]1CNC=[NH+]1
2S+1 ... 1
Max |F| ... 5.70 eV/A
Charge ... +1

---

[9]
DFT (wB97M-V/def2-TZVPD) results for a cluster of 14 separate species, C5H38O15 in total in a non-equilibrium geometry.

```
58
C5H38O15 (wB97M-V/def2-TZVPD)
C -3.401 -2.084 1.227
O -2.208 -2.465 1.948
C -3.002 -1.214 0.064
C -2.312 0.101 0.431
C -0.761 -0.067 0.476
C -0.026 1.293 0.556
O -0.661 2.167 1.474
H -3.717 -3.096 0.937
H -4.138 -1.620 1.878
H -1.936 -1.730 2.509
H -3.898 -1.019 -0.508
H -2.423 -1.845 -0.679
H -2.856 0.479 1.319
H -2.502 0.791 -0.361
H -0.421 -0.763 1.256
H -0.457 -0.719 -0.379
H 0.037 1.874 -0.391
H 0.975 0.979 0.943
H -0.809 1.637 2.273
H -3.128 3.573 1.122
H -2.721 2.298 0.900
O -3.566 2.695 1.136
H 3.561 3.659 1.643
H 3.755 2.148 0.874
O 3.700 3.086 0.892
H 0.899 -1.476 -2.985
H -0.509 -1.551 -2.923
O 0.226 -1.870 -2.379
H 1.461 -0.908 4.335
H 2.814 -0.288 4.496
O 1.912 -0.041 4.322
H 2.319 0.579 -2.957
H 1.343 0.229 -4.107
O 1.989 -0.175 -3.477
H -1.042 -3.802 1.683
H 0.642 -3.585 1.430
O -0.087 -4.031 1.851
H 1.441 2.672 -2.683
H 1.827 2.524 -4.121
O 1.037 2.438 -3.535
H -2.784 -0.924 -4.056
H -1.956 0.378 -3.838
O -1.913 -0.560 -4.153
H -2.116 2.869 -3.240
H -1.314 2.377 -4.491
O -2.160 2.173 -3.937
H 3.997 -0.248 1.702
H 2.764 0.474 2.435
O 3.728 0.511 2.230
H 2.020 -3.277 -0.867
H 2.646 -2.548 0.156
O 1.982 -3.258 0.087
H 3.870 2.641 -2.323
H 3.273 2.977 -0.888
O 3.067 2.730 -1.802
H 0.643 -2.154 4.937
H 0.473 -2.947 3.562
O 0.424 -2.087 3.998
```

Properties
Frontier orbital gap ... 10.08 eV
Energy ... -1341.83644 hartree
2S+1 ... 1
Max |F| ... 3.31 eV/A

---

[10]
DFT (wB97M-V/def2-TZVPD) results for a structure of composition C18H17BCl2F4N7O2S2Zr.

```
54
C18H17BCl2F4N7O2S2Zr (wB97M-V/def2-TZVPD)
Zr -0.090 1.333 -0.965
S 1.886 3.222 -0.525
C 1.457 2.729 1.049
N 0.619 1.731 1.193
C 0.403 1.379 2.510
C -0.374 0.316 2.955
C -0.467 0.094 4.318
C 0.204 0.912 5.230
C 0.997 1.961 4.790
C 1.094 2.183 3.425
S 2.033 3.380 2.563
H -0.871 -0.317 2.231
H -1.067 -0.731 4.680
H 0.112 0.723 6.292
H 1.526 2.588 5.496
F -0.939 1.354 -4.788
B -1.356 2.005 -3.639
F -1.650 0.967 -2.632
F -2.403 2.840 -3.811
F -0.237 2.652 -3.005
Cl -3.376 0.434 0.836
C -3.733 2.164 0.713
Cl -4.802 2.488 -0.671
C -2.452 3.006 0.557
O -2.376 4.024 1.205
O -1.587 2.551 -0.282
H -4.244 2.473 1.615
N 0.307 -1.132 -3.577
N 1.474 -0.396 -3.516
N 2.521 -0.667 -4.251
C 3.380 0.257 -3.845
N 2.873 1.051 -2.892
N 1.657 0.625 -2.704
H -0.348 -0.600 -4.146
H -0.047 -1.161 -2.615
H 4.376 0.353 -4.237
C -2.136 -2.461 -1.030
C -0.819 -2.811 -0.394
C -0.558 -4.118 -0.008
C 0.646 -4.472 0.583
C 1.609 -3.491 0.774
C 1.387 -2.174 0.399
C 2.460 -1.139 0.593
C 0.152 -1.804 -0.182
N -0.078 -0.508 -0.569
H -2.667 -3.366 -1.331
H -2.017 -1.822 -1.906
H -2.775 -1.903 -0.345
H -1.317 -4.875 -0.180
H 0.836 -5.496 0.878
H 2.563 -3.754 1.220
H 3.393 -1.608 0.909
H 2.174 -0.411 1.355
H 2.646 -0.578 -0.326
```

Properties
Frontier orbital gap ... 7.31 eV
Energy ... -3418.53600 hartree
2S+1 ... 1
Max |F| ... 0.74 eV/A
Charge ... -1

---

[11]
DFT (wB97M-V/def2-TZVPD) results for a structure of composition C15H32NO3OsP2 in a non-equilibrium geometry.

```
54
C15H32NO3OsP2 (wB97M-V/def2-TZVPD)
Os 0.194 0.539 -0.181
P 2.054 -0.652 0.068
C 2.336 -0.821 -1.747
C 1.094 -1.423 -2.362
N -0.033 -0.906 -1.833
C -1.235 -1.299 -2.323
C -1.324 -2.213 -3.374
C -0.162 -2.712 -3.953
C 1.059 -2.334 -3.411
C -2.446 -0.699 -1.658
P -1.960 0.751 -0.627
H 2.015 -2.659 -3.809
H -2.333 -2.518 -3.677
H -0.219 -3.391 -4.798
H -3.169 -0.350 -2.407
H -2.989 -1.411 -1.009
H 2.505 0.227 -2.113
H 3.237 -1.401 -1.934
H 0.976 2.909 -1.667
O 1.441 2.017 -1.819
H 2.013 2.102 -2.617
H -0.292 3.559 -0.080
O 0.087 4.090 -0.825
H -0.247 5.008 -0.803
C -2.172 2.095 -1.825
H -3.143 1.925 -2.295
H -2.145 3.072 -1.332
H -1.382 2.037 -2.582
C -3.270 0.903 0.613
H -3.096 1.830 1.180
H -4.243 0.962 0.101
H -3.243 0.025 1.280
C 2.080 -2.276 0.841
H 2.973 -2.792 0.465
H 2.137 -2.142 1.929
H 1.158 -2.821 0.603
C 3.574 0.170 0.621
H 3.416 0.460 1.670
H 4.383 -0.573 0.522
H 3.754 1.062 -0.001
C -1.205 1.036 3.319
C -0.275 -0.110 2.938
C 1.157 0.294 3.261
C -0.649 -1.346 3.765
O -0.432 -0.430 1.549
H -1.083 1.265 4.381
H -2.251 0.752 3.156
H -0.958 1.941 2.752
H 1.226 0.579 4.316
H 1.832 -0.559 3.133
H 1.465 1.158 2.660
H -1.692 -1.630 3.596
H -0.005 -2.198 3.521
H -0.517 -1.101 4.824
```

Properties
Frontier orbital gap (alpha / beta) ... 8.16 / 5.98 eV
Energy ... -1643.50888 hartree
2S+1 ... 5
Max |F| ... 4.60 eV/A
Charge ... +3

---

[12]
DFT (wB97M-V/def2-TZVPD) results for a cluster of 2 separate species, C3H12N3O in total.

```
19
C3H12N3O (wB97M-V/def2-TZVPD)
N -1.716 -0.399 -2.260
C -2.329 0.635 -1.666
N -2.176 0.975 -0.432
H -1.071 -0.993 -1.773
H -1.872 -0.549 -3.238
H -2.977 1.184 -2.342
H -2.807 1.744 -0.202
C 2.155 -0.550 1.287
O 2.845 -1.596 0.660
C 0.869 -0.387 0.495
N 0.012 0.676 1.091
H 2.721 0.390 1.259
H 1.913 -0.775 2.334
H 3.691 -1.747 1.103
H 1.095 -0.075 -0.516
H 0.294 -1.310 0.501
H 0.563 1.523 1.237
H -0.339 0.395 2.006
H -0.870 0.858 0.457
```

Properties
Frontier orbital gap ... 10.89 eV
Energy ... -360.78254 hartree
2S+1 ... 1
Max |F| ... 0.44 eV/A
Charge ... +1

---

[13]
DFT (wB97M-V/def2-TZVPD) results for a cluster of 4 separate species, C21H27B2F25O6 in total.

```
81
C21H27B2F25O6 (wB97M-V/def2-TZVPD)
C 4.540 2.866 -0.176
C 3.101 2.489 -0.567
C 2.474 3.437 -1.607
C 1.618 2.714 -2.634
O 0.684 1.815 -2.026
B -0.293 2.253 -1.168
C -0.955 3.682 -1.320
C -1.717 4.153 -0.091
F -2.906 3.432 0.011
B -0.716 1.088 0.019
O -0.745 1.410 1.348
O -0.888 -0.253 -0.310
H 4.706 2.727 0.893
H 4.743 3.914 -0.409
H 5.268 2.254 -0.712
H 3.050 1.462 -0.937
H 2.481 2.500 0.334
H 3.272 3.942 -2.164
H 1.911 4.232 -1.109
H 2.272 2.096 -3.256
H 1.110 3.419 -3.302
H -0.239 4.467 -1.593
H -1.675 3.651 -2.149
H -1.160 3.991 0.834
H -1.981 5.210 -0.157
H -0.820 0.621 1.895
H -1.367 -0.372 -1.133
C -1.246 -3.224 0.865
C -1.111 -3.854 2.255
C -0.601 -5.295 2.351
F -1.454 -6.148 1.755
F -0.508 -5.632 3.658
F -2.254 -3.723 2.954
F -0.149 -3.106 2.889
O -2.540 -3.196 0.288
C -3.019 -4.210 -0.488
C -4.297 -4.823 0.103
F -4.057 -5.318 1.332
F -4.701 -5.836 -0.695
F -2.094 -5.151 -0.737
F -3.378 -3.674 -1.681
H -1.003 -2.173 1.008
H -0.504 -3.624 0.174
H 0.388 -5.384 1.893
H -5.080 -4.066 0.159
C 3.113 -0.836 6.080
C 3.102 -1.008 4.556
C 2.641 -2.357 3.995
F 3.462 -3.353 4.383
F 2.673 -2.290 2.644
F 4.300 -0.676 4.038
F 2.180 -0.110 4.092
O 4.355 -1.005 6.734
C 4.773 -2.218 7.201
C 6.096 -2.649 6.550
F 5.956 -2.738 5.215
F 6.435 -3.866 7.029
F 3.833 -3.167 7.078
F 5.034 -2.077 8.524
H 2.868 0.213 6.237
H 2.325 -1.430 6.545
H 1.622 -2.579 4.315
H 6.880 -1.929 6.790
C -4.048 3.160 -4.725
C -4.051 3.496 -6.222
C -4.680 2.479 -7.180
F -4.010 1.311 -7.145
F -4.612 2.970 -8.435
F -2.808 3.808 -6.634
F -4.831 4.613 -6.342
O -2.853 2.616 -4.199
C -2.615 1.275 -4.162
C -1.346 0.895 -4.939
F -1.462 1.255 -6.231
F -1.192 -0.445 -4.876
F -3.673 0.551 -4.547
F -2.355 0.951 -2.866
H -4.146 4.123 -4.228
H -4.919 2.561 -4.455
H -5.728 2.306 -6.923
H -0.479 1.386 -4.492
```

Properties
Frontier orbital gap ... 10.15 eV
Energy ... -3814.33980 hartree
SMILES string ... FC(F)C(F)(F)COC(F)(F)C(F)F.FC(F)C(F)(F)COC(F)(F)C(F)F.FC(F)C(F)(F)COC(F)(F)C(F)F.CCCCOB(CCF)B(O)O
2S+1 ... 1
Max |F| ... 0.68 eV/A

---

[14]
DFT (wB97M-V/def2-TZVPD) results for a structure of composition C4H4LaLiO5 in a non-equilibrium geometry.

```
15
C4H4LaLiO5 (wB97M-V/def2-TZVPD)
O -0.489 -2.573 1.889
C 0.126 -2.140 2.955
C 0.566 -2.277 0.537
O -0.448 -1.530 3.844
O 1.417 -1.894 2.700
C 1.819 -2.398 1.418
H 0.927 -1.907 -0.432
H 0.031 -3.084 0.028
H 2.650 -1.777 1.072
H 2.148 -3.439 1.516
O 0.476 0.885 -0.319
C -0.245 0.167 0.445
O -1.518 0.481 0.437
Li -1.787 -0.429 2.368
La -1.341 2.271 -1.287
```

Properties
Frontier orbital gap (alpha / beta) ... 5.60 / 6.11 eV
Energy ... -569.76913 hartree
2S+1 ... 2
Max |F| ... 4.10 eV/A
Charge ... +1

---

[15]
DFT (wB97M-V/def2-TZVPD) results for the molecule C3H2N4O in a non-equilibrium geometry.

```
10
C3H2N4O (wB97M-V/def2-TZVPD)
C 1.066 0.321 -0.017
C -1.092 1.204 -0.347
C -1.637 0.068 0.525
H -1.666 2.044 -0.781
H -2.317 0.335 1.314
N 0.160 1.404 -0.479
N -1.058 -1.102 0.506
N -0.126 -1.532 -0.475
N 0.881 -0.838 -0.800
O 1.871 0.318 0.904
```

Properties
Frontier orbital gap ... 9.09 eV
Energy ... -409.65118 hartree
SMILES string ... O=c1nccnnn1
2S+1 ... 1
Max |F| ... 3.36 eV/A